# 1
107
Properties=species:S:1:pos:R:3:forces:R:3:mulliken_charge:R:1 method="wB97M-V/def2-TZVPD" energy_ev=-67887.6855 orbital_gap_ev=9.199 charge=-1 e_above_lowest_kj_mol=127.4
Cl 0.484 0.085 0.273 0.6880 -1.1766 0.7733 1.31
O -0.094 1.020 1.183 -1.1517 0.9388 -0.1147 -0.59
O 1.307 -0.775 1.090 0.2268 -0.7123 -0.4903 -0.49
O -0.519 -0.708 -0.432 0.2414 0.5870 0.3019 -0.80
O 1.312 0.773 -0.681 0.0983 0.0760 -0.5243 -0.45
C -4.652 -1.885 3.612 0.2556 -1.4595 -0.7172 -1.33
C -4.159 -0.615 4.178 0.3430 1.3427 -0.5299 0.29
C -2.691 -0.469 3.836 1.6031 0.0463 0.7573 -0.20
O -1.900 -1.422 4.600 0.2595 0.9940 -0.5869 -0.48
C -0.549 -1.356 4.134 0.0753 -1.7273 -0.6655 -0.20
N -4.922 0.485 3.591 -0.5968 -0.2351 0.2102 -0.67
H -3.899 -2.653 3.847 -0.7550 -0.2961 0.5461 0.33
H -4.561 -1.874 2.523 -0.4268 0.3820 -0.1005 0.18
H -5.695 -2.074 3.909 0.5339 -0.3282 -0.0803 0.36
H -4.318 -0.620 5.241 0.0993 0.1361 0.6208 0.49
H -2.225 0.529 4.022 -0.7834 -0.2602 0.1348 0.28
H -2.537 -0.626 2.762 -0.1360 -0.1958 0.0233 0.05
H -0.549 -1.682 3.059 0.2357 0.9601 0.5836 0.01
H 0.014 -2.177 4.602 -0.2459 0.2620 0.3185 0.28
H 0.021 -0.424 4.325 -0.7755 -0.1662 -0.2651 0.21
H -4.542 0.729 2.692 0.0985 0.2622 -0.1265 0.18
H -5.047 1.277 4.198 0.3319 0.2093 -0.0770 0.23
C -0.764 2.850 -2.545 -0.7486 -1.5257 0.1264 -1.19
C 0.555 3.448 -2.119 0.3664 -0.2319 -0.1398 1.13
C 0.612 4.767 -2.886 0.7473 -1.3099 0.1669 -1.01
O 0.844 4.464 -4.254 -1.0155 0.3033 -0.2056 -0.30
C 0.768 5.678 -4.939 -0.0613 1.3277 -0.4789 -0.69
N 0.662 3.683 -0.674 -0.6882 -0.9760 0.7940 -0.64
H -0.895 1.838 -2.102 0.2327 0.3269 -0.4705 -0.16
H -0.839 2.792 -3.658 -0.1134 0.0391 0.9025 0.53
H -1.605 3.415 -2.110 0.1925 0.1965 -0.4002 0.41
H 1.374 2.755 -2.420 -0.3674 0.6920 0.0968 -0.03
H 1.408 5.416 -2.578 0.4561 0.4593 0.6257 0.51
H -0.355 5.244 -2.741 -0.1682 0.4146 -0.1327 0.31
H -0.115 6.331 -4.612 0.9167 -0.9511 -0.4462 0.26
H 0.743 5.569 -6.042 -0.1210 -0.3667 0.6702 0.25
H 1.685 6.237 -4.700 -0.1539 0.3119 -0.1246 0.28
H 0.795 2.767 -0.170 0.1033 1.1846 -0.9923 0.05
H -0.289 3.916 -0.360 0.3967 0.2925 0.0085 0.27
C 4.758 2.817 -0.420 -1.0942 1.1024 -0.1584 -0.99
C 4.724 1.854 0.708 2.4247 -2.1241 -0.2806 0.15
C 3.773 2.268 1.751 -0.0905 1.2492 -0.0458 0.05
O 3.730 1.377 2.802 -1.8270 -0.5792 1.1449 -0.40
C 2.439 1.504 3.509 1.4046 -1.4030 0.3003 -0.45
N 4.594 0.450 0.169 -0.4349 1.8093 -0.3476 -0.55
H 4.632 3.854 -0.065 0.1512 -0.2931 -0.1076 0.35
H 3.885 2.606 -1.025 -0.3403 0.1140 -0.4171 -0.05
H 5.613 2.769 -1.060 0.6629 -0.2513 -0.1922 0.37
H 5.704 1.854 1.202 0.1605 -0.0368 -0.0366 0.27
H 2.813 2.394 1.276 -0.7427 0.1866 -0.0321 -0.01
H 4.151 3.247 2.131 -0.5039 -0.1284 -0.2392 0.23
H 1.704 0.717 3.204 0.6120 0.8677 -0.2611 -0.11
H 2.055 2.516 3.430 -0.1818 0.0599 -0.1486 0.36
H 2.711 1.297 4.549 -0.2577 0.1583 -0.0088 0.35
H 3.694 0.418 -0.335 0.4089 -0.3926 0.5872 0.10
H 4.588 -0.167 0.960 -0.4363 -0.3872 0.2042 0.32
C -0.538 -2.122 -3.849 0.5408 1.1456 -0.1896 -1.10
C 0.874 -2.648 -4.156 -0.0176 -1.4929 1.2556 -0.02
C 1.945 -1.878 -3.377 0.1262 0.5871 1.4498 0.60
O 3.269 -2.526 -3.449 -2.0637 0.7462 -0.1211 -0.48
C 4.168 -2.036 -2.474 0.9950 -0.3292 -1.0875 -0.63
N 1.073 -4.094 -3.980 0.4382 0.1332 -0.3930 -0.89
H -0.631 -1.887 -2.777 -0.2277 -0.4017 -0.2081 -0.01
H -1.433 -2.647 -4.251 0.9814 -0.1022 0.2960 0.35
H -0.525 -1.129 -4.330 -0.3945 -0.1048 0.1783 0.38
H 1.098 -2.543 -5.178 0.0865 0.6568 -1.6004 0.46
H 1.635 -1.747 -2.278 0.4905 -0.3321 -1.4108 -0.46
H 1.957 -0.858 -3.803 0.5166 -0.1429 0.2187 0.35
H 3.917 -2.330 -1.456 -0.2155 0.0528 0.0895 0.17
H 4.283 -0.955 -2.568 -0.0621 0.0854 0.2944 0.30
H 5.140 -2.496 -2.770 -0.5533 0.3357 0.5044 0.31
H 2.100 -4.142 -4.052 -0.5875 -0.6435 0.1391 0.42
H 0.868 -4.361 -3.033 -0.0183 -0.0754 0.5927 0.29
C 0.453 -5.823 0.471 -2.3431 0.2744 1.7495 -1.59
C 0.733 -4.377 0.761 0.4936 0.6593 0.4795 0.92
C 2.011 -4.173 1.592 0.1357 0.0056 0.4508 -0.31
O 1.902 -4.849 2.857 -0.0692 0.4201 0.4320 -0.38
C 3.011 -4.596 3.723 -0.6446 -0.1000 0.5504 -0.75
N 0.865 -3.749 -0.555 0.5336 -0.2406 0.5108 -0.26
H 1.295 -6.329 0.094 0.8792 -0.5639 -0.8631 0.36
H -0.478 -5.904 -0.134 0.8566 -0.1016 -0.0765 0.40
H 0.178 -6.261 1.431 0.1097 -0.4416 0.0553 0.42
H -0.054 -3.910 1.413 0.1843 -0.4313 -0.6585 -0.05
H 2.165 -3.089 1.782 -0.0195 -0.4559 -0.2833 -0.05
H 2.884 -4.610 1.109 0.1853 0.1862 -0.5533 0.32
H 2.712 -4.657 4.804 -0.2268 0.2159 -1.0169 0.24
H 3.458 -3.610 3.542 -0.0713 -0.1398 -0.0019 0.28
H 3.761 -5.375 3.628 0.3790 -0.1084 -0.3986 0.32
H -0.062 -3.704 -0.933 -0.3301 0.3478 -0.3700 0.33
H 1.236 -2.818 -0.485 -0.1402 0.5295 0.1050 -0.31
C -3.197 2.473 0.659 0.5484 -1.0981 0.3967 -0.59
C -4.060 1.324 0.150 -1.1526 -0.3843 1.2036 0.11
C -4.389 1.421 -1.321 1.6990 0.6333 -1.1906 -0.74
O -5.048 2.575 -1.790 -0.5940 0.4681 -0.0993 -0.32
C -6.436 2.774 -1.546 -0.0361 -0.8672 0.8513 -0.72
N -3.440 0.054 0.517 1.1460 -0.3754 -0.6166 0.21
H -3.695 3.424 0.500 0.3445 0.2066 -0.2057 0.47
H -2.192 2.343 0.193 -0.6809 0.6296 0.0250 -0.28
H -2.987 2.319 1.734 -0.2965 0.1894 -0.3756 0.23
H -5.031 1.246 0.712 0.5090 0.6764 -0.3963 0.56
H -4.917 0.554 -1.643 -0.5352 -1.0446 -0.2378 0.56
H -3.413 1.468 -1.896 -0.8682 -0.3399 0.6226 -0.13
H -6.711 2.508 -0.499 0.1270 -0.0695 -0.5775 0.30
H -7.183 2.267 -2.240 1.2162 0.3924 0.5010 0.23
H -6.518 3.841 -1.596 -0.5428 0.6056 -0.3014 0.27
H -3.983 -0.737 0.200 -0.3173 -0.0397 -0.0318 0.27
H -2.500 -0.103 0.101 -0.6225 0.4655 0.3603 -0.32



# 2
115
Properties=species:S:1:pos:R:3:forces:R:3:mulliken_spin:R:1 method="wB97M-V/def2-TZVPD" energy_ev=-146308.7268 orbital_gap_ev="8.167 / 8.163" multiplicity=5 charge=0 s_squared=6.0121
Cr -2.139 3.283 -2.649 -0.7229 0.0196 0.9289 4.04
K -4.434 1.615 0.669 0.4390 0.4131 -0.0997 0.00
K -0.912 4.557 1.375 -0.3843 0.0443 -0.1802 0.00
S -3.935 4.591 -1.079 -1.1834 2.3294 0.9500 0.00
O -2.627 5.051 -1.637 1.8739 0.5609 -1.1793 0.00
O -3.931 3.222 -1.654 -1.4588 -2.5530 -0.6401 0.04
O -3.841 4.530 0.384 0.2298 -0.6708 0.3724 0.00
O -5.047 5.419 -1.503 0.6330 -0.8100 -0.0931 0.00
S -0.807 1.635 -0.068 0.2516 -0.5727 -0.2923 0.01
O -1.148 2.735 -1.008 0.6974 0.3538 0.0567 -0.06
O -1.141 0.330 -0.655 -0.6965 -0.0715 -0.3921 0.05
O 0.624 1.667 0.185 -0.0090 -0.0233 0.2484 -0.01
O -1.595 1.868 1.147 -0.4077 -0.0173 -0.1203 -0.01
C 0.253 1.158 -3.914 0.4788 0.3763 0.2996 0.08
C -1.163 0.802 -4.338 0.6113 0.7546 0.9447 -0.08
C -1.334 -0.653 -4.680 -0.2696 -0.2610 -1.2854 0.00
O -2.626 -0.792 -5.276 0.3087 -0.0898 0.1698 0.00
C -2.855 -2.112 -5.715 -0.8906 -0.0112 0.0107 0.00
N -2.076 1.164 -3.228 -0.9491 -0.0816 -0.4781 -0.06
H 1.013 0.871 -4.641 -0.1003 -0.3237 0.0582 0.00
H 0.487 0.761 -2.925 0.1096 -0.4108 -0.1680 -0.01
H 0.413 2.236 -3.787 -0.3931 0.0763 -0.1368 -0.01
H -1.458 1.483 -5.142 0.0070 -0.6281 -0.4670 0.01
H -1.232 -1.342 -3.835 0.0550 0.2874 0.3464 0.00
H -0.591 -0.974 -5.419 0.1585 0.1310 0.0250 0.00
H -2.985 -2.792 -4.867 0.3751 -0.1257 0.0318 0.00
H -2.103 -2.475 -6.419 0.2590 0.0395 0.1731 0.00
H -3.812 -2.125 -6.239 0.0318 0.1683 -0.0442 0.00
H -2.961 0.732 -3.511 -0.2159 0.6071 0.0083 0.04
H -1.854 0.615 -2.391 0.5417 0.3522 0.1879 -0.02
C 3.555 -0.012 1.309 -0.0869 -1.9383 -0.2909 0.00
C 4.102 0.377 -0.061 0.1474 0.7915 1.0362 0.00
C 4.934 -0.744 -0.686 -0.3628 -0.4555 -0.2225 0.00
O 6.105 -1.030 0.051 -0.0560 0.0219 0.1479 0.00
C 6.929 -1.941 -0.639 0.4396 0.2122 -0.2179 0.00
N 3.029 0.759 -0.962 -0.7101 -0.3885 -0.7516 0.00
H 2.979 -0.935 1.139 0.2546 -0.0821 0.2391 0.00
H 2.789 0.614 1.759 0.4151 0.7427 -0.0642 0.00
H 4.384 -0.269 1.974 -0.2358 0.2079 0.2755 0.00
H 4.799 1.191 0.173 -0.0904 0.3598 -0.6987 0.00
H 5.251 -0.576 -1.722 -0.3427 0.6648 -0.0267 0.00
H 4.279 -1.630 -0.751 0.1409 -0.1574 0.1634 0.00
H 6.562 -2.969 -0.609 -0.1540 -0.0570 0.1136 0.00
H 7.938 -1.898 -0.233 -0.1256 -0.0682 0.3982 0.00
H 7.058 -1.656 -1.690 -0.2654 0.0533 -0.1066 0.00
H 2.234 1.262 -0.538 1.1448 0.1386 0.2104 0.00
H 2.509 -0.101 -1.163 0.3794 -0.0594 -0.4219 0.00
C -4.269 -1.330 -1.848 0.8078 0.0879 -0.1394 0.00
C -4.109 -1.984 -0.463 -1.0364 0.8365 -0.9935 0.00
C -3.527 -3.381 -0.467 0.5764 -0.6753 -0.3368 0.00
O -3.526 -3.832 0.869 0.0416 0.3800 0.6723 0.00
C -2.729 -4.961 1.118 -0.1762 -0.8755 -0.5698 0.00
N -3.400 -1.051 0.408 0.0264 -0.9463 1.0126 0.00
H -4.377 -0.243 -1.776 -0.2601 -0.0356 0.3913 0.00
H -5.091 -1.669 -2.475 0.0673 -0.3675 0.1383 0.00
H -3.325 -1.418 -2.393 -0.0241 -0.3082 -0.2423 0.00
H -5.127 -2.104 -0.072 0.0928 0.0095 0.2289 0.00
H -2.504 -3.433 -0.869 0.1581 0.4340 0.0752 0.00
H -4.078 -4.091 -1.099 -0.3743 0.2011 0.0131 0.00
H -2.783 -5.287 2.155 -0.2139 0.4796 0.1353 0.00
H -1.676 -4.827 0.864 0.1022 0.3071 -0.0880 0.00
H -3.104 -5.805 0.526 0.0973 -0.0579 -0.0761 0.00
H -2.544 -0.648 0.025 -0.0454 -0.1493 -0.5255 0.00
H -3.064 -1.682 1.141 -0.0501 0.6008 0.3840 0.00
C 0.706 -2.360 0.977 -0.0239 -0.0041 0.2984 0.00
C 1.315 -2.552 -0.428 -0.2159 -0.3893 0.5015 0.00
C 1.358 -4.009 -0.822 -0.2604 -1.2476 0.0334 0.00
O 2.126 -4.765 0.114 -0.6639 0.1701 -0.1454 0.00
C 1.668 -6.101 0.243 0.9139 0.3736 0.5030 0.00
N 0.477 -1.842 -1.403 0.4069 -0.0335 0.0674 0.00
H 0.517 -1.315 1.242 0.2600 0.1750 -0.4512 0.00
H 1.269 -2.752 1.826 0.1609 -0.3186 -0.2846 0.00
H -0.293 -2.806 0.987 -0.0208 -0.2604 -0.0091 0.00
H 2.381 -2.307 -0.455 -0.2688 0.8303 -0.0048 0.00
H 1.778 -4.229 -1.810 0.1367 0.6647 -0.1602 0.00
H 0.333 -4.408 -0.907 -0.1266 0.0150 0.4212 0.00
H 1.539 -6.589 -0.725 -0.1415 -0.0223 -0.0344 0.00
H 0.771 -6.161 0.865 -0.2743 0.0380 -0.2345 0.00
H 2.467 -6.596 0.796 -0.0943 -0.2679 -0.1102 0.00
H -0.336 -2.440 -1.534 -0.0484 0.0765 -0.1813 0.00
H 0.087 -1.011 -0.946 0.2520 -0.1414 -0.3444 0.00
C -2.059 1.743 5.961 -0.7589 -0.7302 0.7255 0.00
C -1.583 1.249 4.598 -0.1268 0.6957 0.7971 0.00
C -2.597 0.313 3.962 -0.3504 -0.8127 -0.3271 0.00
O -2.599 -0.929 4.654 -0.2892 0.5209 0.7156 0.00
C -3.455 -1.911 4.152 0.1830 -1.5089 -0.7359 0.00
N -1.321 2.425 3.773 0.2862 -0.1823 -0.0593 0.00
H -2.989 2.320 5.912 0.0288 0.0627 -0.3093 0.00
H -1.358 2.334 6.549 0.3533 0.0398 -0.4601 0.00
H -2.302 0.875 6.584 0.0031 0.0083 -0.0345 0.00
H -0.685 0.666 4.819 0.2419 0.1348 -0.5335 0.00
H -2.396 0.081 2.911 0.4448 0.3853 -0.0975 0.00
H -3.598 0.775 3.958 -0.0930 0.0538 0.3083 0.00
H -4.054 -1.632 3.281 0.0092 0.4328 0.0957 0.00
H -4.118 -2.405 4.868 -0.0755 0.7887 0.4754 0.00
H -2.854 -2.769 3.819 0.1827 0.1714 -0.2342 0.00
H -2.171 2.983 3.761 -0.0153 -0.0213 0.0187 0.00
H -1.150 2.132 2.811 -0.0552 0.0598 0.3451 0.00
C 2.133 4.718 -0.338 -0.4971 1.3688 0.2425 0.00
C 2.768 4.147 0.931 0.0603 -1.4270 -1.5034 0.00
C 3.674 5.103 1.699 -0.0851 -1.2994 0.6690 0.00
O 4.859 5.456 1.036 -0.1789 0.4706 -0.3232 0.00
C 5.824 4.425 0.968 -0.2163 0.0132 -0.6858 0.00
N 1.704 3.563 1.760 -0.0420 0.5610 0.3770 0.00
H 2.738 4.802 -1.240 0.5156 -0.0817 0.3490 0.00
H 1.836 5.741 -0.067 -0.1434 0.1035 -0.3447 0.00
H 1.228 4.213 -0.686 0.0731 -0.3819 0.3473 0.00
H 3.306 3.250 0.593 0.7877 0.4580 -0.0275 0.00
H 3.925 4.556 2.620 0.0723 0.1149 0.1590 0.00
H 3.121 5.983 2.029 0.1293 0.2576 -0.3673 0.00
H 6.340 4.296 1.920 -0.0062 -0.1315 0.0677 0.00
H 6.526 4.689 0.177 0.1835 0.2964 0.2554 0.00
H 5.388 3.492 0.603 -0.0778 -0.1854 0.3988 0.00
H 1.222 2.958 1.094 -0.1256 0.0227 0.2052 0.00
H 2.145 2.846 2.331 -0.0714 0.3131 0.5278 0.00